Entry 1:
Here is 5 unconnected molecules or ions with the total composition C37H85BN3O7 in a non-equilibrium geometry from the Open Molecules 2025 dataset. Energies are from wB97M-V/def2-TZVPD.

Values from the calculation:
* gap between HOMO and LUMO: 9.4 eV
* DFT total energy: -59221.8118 eV
* energy above the lowest of the compared OMol25 structures with the same formula, charge and spin: 0.0 kJ/mol
* lowest unoccupied orbital energy: -2.25 eV

Structure (ORCA input):
```
! wB97M-V def2-TZVPD RIJCOSX def2/J DEFGRID3
* xyz 1 1
C -4.40640 -7.10777 2.96039
C -3.23366 -6.13734 2.64035
C -2.44267 -6.53109 1.37430
C -2.83794 -5.76254 0.10779
C -2.59734 -4.24690 0.20321
C -1.13207 -3.86863 0.43138
C -0.95028 -3.10485 1.75287
C -1.68663 -1.75714 1.83235
C -1.02593 -0.51286 1.18483
C 0.32739 -0.79356 0.52105
N -0.69903 0.44440 2.32695
C -1.88502 1.15764 2.84549
B -1.54501 2.03603 4.14536
O -2.34990 3.09358 4.46976
O -0.46320 1.61282 4.88843
C 0.58420 2.63335 4.79104
C 1.93979 1.97295 4.98293
C -2.60004 1.94987 1.73053
C -1.70950 3.12624 1.23992
C -1.86123 3.54869 -0.23236
C -0.49381 4.13468 -0.72755
C -0.21389 3.75952 -2.20571
C 0.79240 2.62290 -2.27044
O 2.08418 3.11576 -2.01402
C 3.10398 2.26649 -2.50110
C 3.03138 0.81490 -2.03317
N -3.01296 1.01159 0.67438
C -1.90835 0.22220 0.12005
N -2.47649 -0.82556 -0.73331
C -2.20231 -0.74405 -1.98341
C -2.30557 0.51892 -2.81044
C -1.79950 -1.99308 -2.73086
H -5.30326 -6.52355 3.16773
H -4.20327 -7.73410 3.82370
H -4.60546 -7.68678 2.05926
H -3.64869 -5.12950 2.59608
H -2.53701 -6.14948 3.48107
H -1.37422 -6.48322 1.59168
H -2.65909 -7.58467 1.18383
H -3.88240 -5.98254 -0.11678
H -2.20538 -6.12560 -0.70915
H -2.98222 -3.78604 -0.70596
H -3.22740 -3.89757 1.02452
H -0.57790 -4.79959 0.57810
H -0.66567 -3.37799 -0.41778
H -1.43303 -3.74073 2.49981
H 0.09845 -3.05386 2.04627
H -1.79070 -1.54911 2.90471
H -2.70198 -1.90559 1.47805
H 0.19251 -1.35354 -0.39670
H 1.04636 -1.25217 1.19693
H 0.74481 0.17539 0.21923
H 0.02828 1.07500 1.97885
H -0.26092 -0.08949 3.08338
H -2.62199 0.42532 3.19377
H -1.92432 3.95645 4.35039
H 0.53905 3.04538 3.77251
H 0.40532 3.38882 5.55523
H 2.69279 2.74516 4.83632
H 2.05949 1.21907 4.20372
H 1.99646 1.52878 5.97178
H -3.50428 2.35838 2.17640
H -0.66782 2.93554 1.52108
H -2.01414 3.98902 1.83474
H -2.09680 2.73093 -0.90238
H -2.56666 4.37217 -0.29617
H -0.45200 5.21185 -0.57693
H 0.32605 3.68767 -0.16220
H 0.22749 4.61182 -2.72534
H -1.13970 3.50769 -2.72287
H 0.75755 2.07668 -3.22178
H 0.52274 1.90441 -1.47510
H 3.11702 2.27097 -3.59932
H 4.07994 2.64808 -2.20528
H 3.00408 0.70058 -0.94834
H 2.21511 0.26650 -2.50592
H 3.94753 0.32811 -2.37528
H -3.64680 0.34079 1.10746
H -1.23573 0.86414 -0.45473
H -2.22461 0.27527 -3.86580
H -3.23499 1.04617 -2.61797
H -1.43021 1.13710 -2.59496
H -0.78855 -2.28346 -2.45330
H -1.92693 -1.88360 -3.80445
H -2.45665 -2.80160 -2.40755
C -6.60443 -2.81684 -0.75799
C -6.69558 -1.86089 0.42083
C -6.55681 -0.41403 -0.02819
O -5.67608 -2.17096 1.37282
H -5.63195 -2.72446 -1.25220
H -6.69793 -3.84978 -0.42063
H -7.38688 -2.61785 -1.49139
H -7.64968 -1.99686 0.93055
H -5.58263 -0.25076 -0.50207
H -6.61712 0.25974 0.82846
H -7.33752 -0.14220 -0.73951
H -4.82381 -2.05736 0.93321
C 0.17191 5.74730 9.68523
C 0.81643 5.83571 8.31133
C -0.22579 5.81171 7.20455
O 1.72921 4.74993 8.13438
H -0.38375 4.81106 9.79037
H 0.93354 5.75891 10.46467
H -0.51400 6.57802 9.85594
H 1.40218 6.75243 8.24052
H -0.79297 4.87475 7.23119
H 0.25899 5.87036 6.22691
H -0.92704 6.64195 7.29617
H 1.22502 3.93056 8.20024
C 8.61323 0.62278 -3.95004
C 7.16956 0.31221 -4.31011
C 6.67581 1.20247 -5.43791
O 6.33544 0.48939 -3.15731
H 8.71191 1.65739 -3.60792
H 8.95047 -0.01857 -3.13497
H 9.27344 0.47566 -4.80532
H 7.08347 -0.73213 -4.60554
H 6.71303 2.25557 -5.14141
H 5.63648 0.97280 -5.68002
H 7.27927 1.07224 -6.33639
H 6.40443 1.41228 -2.88619
C 4.64109 -1.69886 -8.07326
C 6.13167 -1.43162 -8.21642
C 6.72047 -2.20156 -9.38806
O 6.80579 -1.79357 -7.01011
H 4.45742 -2.76022 -7.88443
H 4.23323 -1.14526 -7.22575
H 4.09804 -1.40811 -8.97363
H 6.30018 -0.36309 -8.35824
H 6.60045 -3.27829 -9.23984
H 7.78952 -2.00595 -9.47527
H 6.23798 -1.92527 -10.32654
H 6.66954 -2.73728 -6.86621
*
```

Results of the Mulliken charge analysis, in e, for atoms 1 through 99: -1.219 -0.213 -0.895 -1.140 1.306 -0.524 -1.601 0.166 2.150 -2.708 0.172 -1.075 0.601 -0.574 -0.461 0.263 -1.382 0.053 -1.354 -0.215 -0.978 -0.971 -0.195 -0.444 -0.376 -0.953 0.079 -1.037 0.600 0.592 -1.012 -1.309 0.301 0.290 0.350 0.080 0.409 0.332 0.580 0.362 0.417 -0.851 -0.369 0.730 0.189 0.662 0.316 0.532 -0.455 0.039 0.444 0.784 0.690 0.785 0.197 0.312 0.187 0.179 0.396 0.315 0.323 0.917 -0.019 0.568 0.076 0.489 0.530 0.398 0.387 0.477 0.743 -0.220 0.340 0.304 0.215 0.224 0.473 0.385 -0.546 0.622 0.229 -0.165 0.184 0.571 0.091 -1.073 0.369 -0.935 -0.580 0.086 0.300 0.427 0.370 -0.010 0.255 0.472 0.142 -1.281 0.349

---

Entry 2:
Here is a single C2H6ClNO molecule in a non-equilibrium geometry from the Open Molecules 2025 dataset. Energies are from wB97M-V/def2-TZVPD.

Values from the calculation:
* gap between HOMO and LUMO: 9.7 eV
* DFT total energy: -18227.6614 eV
* energy above the lowest of the compared OMol25 structures with the same formula, charge and spin: 376.2 kJ/mol
* lowest unoccupied orbital energy: 0.34 eV

Structure (ORCA input):
```
! wB97M-V def2-TZVPD RIJCOSX def2/J DEFGRID3
* xyz 0 1
C 0.59716 1.68373 -0.17503
O 0.20584 0.50623 0.51307
N -0.28701 -0.38077 -0.34345
C -0.15714 -1.64498 0.25382
Cl -2.10957 0.01510 -0.75595
H -0.35544 2.22233 -0.47824
H 1.26748 1.42496 -1.10267
H 1.17147 2.22366 0.68954
H -0.77366 -2.32256 -0.39788
H 0.95386 -1.85126 0.48735
H -0.51298 -1.87644 1.30944
*
```

Want to see where the charge sits? The Mulliken charges in e are: -0.439 -0.088 -0.180 -0.588 -0.194 0.229 0.254 0.194 0.268 0.277 0.267

---

- Among the records above, which one has the highest DFT total energy?
  C2H6ClNO

---

Please write out number 2 again, unchanged.
Here is a single C2H6ClNO molecule in a non-equilibrium geometry from the Open Molecules 2025 dataset. Energies are from wB97M-V/def2-TZVPD.

Values from the calculation:
* gap between HOMO and LUMO: 9.7 eV
* DFT total energy: -18227.6614 eV
* energy above the lowest of the compared OMol25 structures with the same formula, charge and spin: 376.2 kJ/mol
* lowest unoccupied orbital energy: 0.34 eV

Structure (ORCA input):
```
! wB97M-V def2-TZVPD RIJCOSX def2/J DEFGRID3
* xyz 0 1
C 0.59716 1.68373 -0.17503
O 0.20584 0.50623 0.51307
N -0.28701 -0.38077 -0.34345
C -0.15714 -1.64498 0.25382
Cl -2.10957 0.01510 -0.75595
H -0.35544 2.22233 -0.47824
H 1.26748 1.42496 -1.10267
H 1.17147 2.22366 0.68954
H -0.77366 -2.32256 -0.39788
H 0.95386 -1.85126 0.48735
H -0.51298 -1.87644 1.30944
*
```

Want to see where the charge sits? The Mulliken charges in e are: -0.439 -0.088 -0.180 -0.588 -0.194 0.229 0.254 0.194 0.268 0.277 0.267